Molecular formula: C32H48AsBrNO6RuS4Si2
Method: DFT, ωB97M-V with the def2-TZVPD basis set

## Properties
Spin multiplicity: 6
Highest occupied orbital energy (spin up / spin down) (eV): -1.83 / -1.92
Total charge: -2
Energy (hartree): -8830.9445
Kohn-Sham gap (spin up / spin down) (eV): 5.725 / 5.814
LUMO (spin up / spin down) (eV): 3.9 / 3.9
Energy relative to the best compared isomer or geometry (same formula, charge and spin) (kJ/mol): 145.56

Each line ends with the Löwdin charge.
Positions of all 96 atoms, in Å:
Ru -1.178 1.027 0.054  0.9924
S -1.549 1.664 -2.413  0.5829
C -3.107 0.963 -2.681  -0.7203
C -3.904 1.490 -3.702  -0.1545
C -5.142 0.962 -3.991  -0.1325
C -5.623 -0.130 -3.272  -0.1279
C -4.856 -0.668 -2.264  -0.1457
C -3.607 -0.134 -1.944  -0.6942
S -2.737 -0.886 -0.661  0.6140
H -3.525 2.337 -4.254  0.0837
H -5.743 1.401 -4.777  0.0818
H -6.597 -0.548 -3.498  0.0831
H -5.198 -1.509 -1.677  0.0884
C 4.225 4.677 -1.278  -0.1786
Si 4.107 3.183 -0.082  0.5721
C 4.583 1.588 -1.019  -0.2264
C 5.510 3.387 1.223  -0.1928
C 2.486 3.215 0.881  -0.2725
C 2.206 4.153 1.864  -0.0925
C 1.051 4.051 2.630  -0.0713
C 0.261 2.921 2.479  -0.1524
N 0.476 2.041 1.518  -0.0698
C 1.481 2.255 0.659  -0.7835
S 1.430 1.310 -0.756  0.6044
H 5.158 4.663 -1.838  0.0125
H 4.171 5.617 -0.736  0.0150
H 3.404 4.663 -1.988  0.0243
H 5.627 1.603 -1.329  0.0179
H 3.960 1.452 -1.895  -0.0107
H 4.425 0.716 -0.391  0.0133
H 6.492 3.323 0.763  0.0104
H 5.452 2.610 1.979  0.0199
H 5.453 4.340 1.736  0.0076
H 2.896 4.973 2.028  0.0966
H 0.789 4.811 3.350  0.0929
H -0.569 2.705 3.146  0.1103
O -3.777 1.850 0.111  -0.3383
As -3.660 1.599 1.844  0.7731
O -5.031 0.898 2.370  -0.4963
O -2.321 0.684 2.140  -0.5817
C -3.441 3.280 2.838  -0.2313
C -3.848 3.226 4.166  -0.0916
C -3.713 4.328 4.990  -0.1001
C -3.130 5.487 4.500  -0.0974
C -2.696 5.530 3.185  -0.0707
C -2.853 4.429 2.368  -0.2794
S -2.410 4.523 0.639  0.4624
O -1.752 5.806 0.465  -0.3284
O -3.709 4.443 -0.037  -0.3192
O -1.533 3.389 0.377  -0.4348
H -3.858 2.812 -0.063  -0.0195
H -4.287 2.297 4.517  0.1005
H -4.066 4.284 6.014  0.0913
H -3.025 6.355 5.139  0.0906
H -2.241 6.411 2.760  0.1024
C -1.799 -4.152 -1.408  -0.1239
C -0.728 -4.533 -0.383  -0.6109
C -1.448 -4.594 0.967  -0.1181
C -0.229 -5.938 -0.747  -0.1045
Si 0.751 -3.235 -0.328  0.6365
Br 0.101 -1.460 1.124  0.4559
C 1.200 -2.464 -2.063  -0.6110
C 1.357 -3.509 -3.174  -0.0935
C 2.503 -1.662 -1.985  -0.1363
C 0.102 -1.489 -2.486  -0.1697
C 2.326 -3.977 0.613  -0.6249
C 3.307 -2.882 1.041  -0.1227
C 3.095 -4.971 -0.262  -0.0974
C 1.899 -4.688 1.901  -0.1169
H -2.615 -4.874 -1.357  0.0838
H -1.416 -4.154 -2.424  0.0614
H -2.211 -3.171 -1.185  -0.0200
H -2.221 -5.361 0.930  0.0825
H -1.924 -3.642 1.175  0.0567
H -0.773 -4.823 1.783  0.0539
H -1.082 -6.601 -0.889  0.0795
H 0.390 -6.358 0.039  0.0536
H 0.345 -5.924 -1.670  0.0664
H 2.150 -4.217 -2.947  0.0597
H 1.607 -2.997 -4.103  0.0836
H 0.438 -4.062 -3.335  0.0576
H 3.369 -2.315 -1.906  0.0626
H 2.480 -0.974 -1.146  -0.0041
H 2.610 -1.059 -2.884  0.0875
H -0.859 -1.975 -2.610  0.0508
H 0.367 -1.007 -3.425  0.0881
H -0.016 -0.692 -1.749  -0.0630
H 3.783 -2.419 0.188  0.0562
H 4.083 -3.318 1.669  0.0781
H 2.792 -2.118 1.610  0.0387
H 3.493 -4.482 -1.145  0.0589
H 2.469 -5.795 -0.586  0.0573
H 3.935 -5.382 0.300  0.0797
H 1.348 -3.996 2.530  0.0667
H 2.781 -5.028 2.446  0.0784
H 1.283 -5.557 1.696  0.0531